DFT (the ωB97M-V functional and the def2-TZVPD basis) results for a molecular structure, C18H28HgN4O3S2Ta at a distorted geometry.

## Properties
Net charge: +2
<S²>: 0.76
Frontier orbital gap (spin up / spin down): 7.67 / 4.45 eV
Spin multiplicity: 2
HOMO (spin up / spin down): -15.05 / -15.06 eV
Total energy: -2153.7040 Ha

```
57
C18H28HgN4O3S2Ta, DFT the ωB97M-V functional and the def2-TZVPD basis
N -0.81 -1.61 -0.93
C -1.30 -2.72 -0.77
O -1.80 -3.78 -0.63
Hg 0.18 0.24 -4.59
Ta -0.08 0.18 -0.58
N -1.68 1.24 -1.07
N 1.42 0.39 -1.87
C -3.06 1.14 -0.55
C 2.59 -0.44 -2.20
C -3.90 0.45 -1.62
C -3.59 2.55 -0.27
C -3.13 0.34 0.74
C 3.39 0.15 -3.36
C 3.57 -0.48 -1.02
C 2.15 -1.86 -2.51
H -3.88 1.02 -2.56
H -4.94 0.38 -1.28
H -3.51 -0.55 -1.82
H -2.89 3.09 0.38
H -4.56 2.47 0.24
H -3.75 3.12 -1.19
H -2.79 -0.70 0.62
H -4.18 0.31 1.06
H -2.56 0.82 1.54
H 2.78 0.27 -4.26
H 4.20 -0.55 -3.60
H 3.83 1.12 -3.09
H 3.94 0.52 -0.78
H 4.45 -1.08 -1.33
H 3.15 -0.94 -0.13
H 1.77 -2.39 -1.63
H 3.02 -2.41 -2.90
H 1.37 -1.88 -3.30
C 1.73 1.83 -1.65
H 1.23 2.22 -0.73
H 2.81 1.99 -1.52
H 1.40 2.45 -2.50
C -1.54 2.26 -2.13
H -1.08 3.20 -1.75
H -0.94 1.89 -2.98
H -2.52 2.50 -2.54
O 2.30 -2.48 1.38
S 0.96 -2.23 1.86
O -0.09 -3.18 1.60
N 0.48 -0.69 1.24
C 0.39 0.29 2.20
S -0.07 1.76 1.49
C 0.56 -0.24 3.52
C 0.30 0.38 4.76
C 0.35 -0.38 5.93
C 0.64 -1.75 5.88
C 0.89 -2.38 4.65
C 0.87 -1.61 3.50
H 0.05 1.44 4.76
H 0.15 0.09 6.89
H 0.66 -2.34 6.80
H 1.08 -3.45 4.57
```


DFT (the ωB97M-V functional and the def2-TZVPD basis) results for a molecular structure, C18H28HgN4O4STa at a distorted geometry.

## Properties
Net charge: +2
<S²>: 0.78
Energy above the lowest of the compared OMol25 structures with the same formula, charge and spin: 75.24 kcal per mole
Frontier orbital gap (spin up / spin down): 3.28 / 3.60 eV
Spin multiplicity: 2
HOMO (spin up / spin down): -14.45 / -14.51 eV
Total energy: -1830.5139 Ha

```
57
C18H28HgN4O4STa, DFT the ωB97M-V functional and the def2-TZVPD basis
N -1.95 -0.46 -0.08
C -3.07 -2.17 0.14
O -3.80 -2.93 0.59
Hg -3.90 -0.15 1.29
Ta -0.28 0.25 -0.02
N -0.03 2.13 -0.92
N 0.82 -0.89 -1.22
C -0.50 2.50 -2.27
C 0.51 -2.07 -2.03
C -0.75 4.00 -2.37
C 0.55 2.10 -3.31
C -1.82 1.78 -2.60
C 0.20 -3.23 -1.09
C 1.68 -2.47 -2.93
C -0.71 -1.78 -2.89
H -1.42 4.34 -1.57
H -1.25 4.22 -3.33
H 0.17 4.59 -2.38
H 1.48 2.68 -3.18
H 0.18 2.28 -4.33
H 0.82 1.03 -3.23
H -1.71 0.70 -2.66
H -2.19 2.16 -3.56
H -2.55 2.01 -1.82
H 1.08 -3.46 -0.47
H -0.05 -4.12 -1.68
H -0.63 -3.00 -0.43
H 2.53 -2.83 -2.35
H 2.00 -1.64 -3.57
H 1.35 -3.29 -3.57
H -0.94 -2.68 -3.48
H -0.51 -0.96 -3.58
H -1.58 -1.54 -2.28
C 1.02 2.99 -0.39
H 1.13 2.87 0.69
H 2.00 2.83 -0.83
H 0.76 4.02 -0.57
C 2.22 -0.71 -0.84
H 2.33 -0.03 0.02
H 2.68 -1.66 -0.54
H 2.81 -0.29 -1.68
O -0.26 -2.26 1.81
C 0.12 -1.28 2.48
N 0.45 -0.07 1.88
S 0.27 1.30 2.91
O 1.49 2.06 2.91
O -0.99 1.89 2.47
C 0.17 0.22 4.31
C 0.15 0.59 5.65
C 0.03 -0.41 6.63
C -0.08 -1.76 6.24
C -0.05 -2.12 4.90
C 0.12 -1.12 3.93
H 0.24 1.64 5.91
H 0.02 -0.15 7.69
H -0.20 -2.52 7.01
H -0.14 -3.16 4.56
```


DFT (the ωB97M-V functional and the def2-TZVPD basis) results for C18H28N2 in the gas phase.

## Properties
SMILES string: CC[C@@H](C)[C@H]1CNCCN1CC1(c2ccccc2)CC1
Energy above the lowest of the compared OMol25 structures with the same formula, charge and spin: 6.03 kcal per mole
Frontier orbital gap: 8.39 eV
HOMO: -7.50 eV
Total energy: -812.1526 Ha

```
48
C18H28N2, DFT the ωB97M-V functional and the def2-TZVPD basis
C -1.64 3.24 3.07
C -0.19 2.88 2.74
C 0.05 2.57 1.25
C 1.30 3.28 0.75
C 0.19 1.05 0.99
C -1.06 0.24 1.40
N -2.21 0.48 0.55
C -1.88 0.16 -0.83
C -0.63 0.91 -1.32
N 0.50 0.82 -0.42
C 1.60 -0.04 -0.74
C 1.49 -1.55 -0.50
C 0.51 -2.28 -1.37
C -0.55 -3.00 -0.84
C -1.44 -3.66 -1.68
C -1.27 -3.62 -3.05
C -0.21 -2.91 -3.58
C 0.68 -2.25 -2.75
C 1.81 -2.09 0.86
C 2.80 -2.27 -0.25
H -2.32 2.43 2.82
H -1.74 3.47 4.13
H -1.94 4.12 2.50
H 0.12 2.03 3.35
H 0.44 3.73 3.03
H -0.80 2.95 0.68
H 1.19 4.36 0.83
H 1.49 3.03 -0.29
H 2.17 2.98 1.34
H 1.04 0.70 1.58
H -0.82 -0.83 1.32
H -1.33 0.45 2.43
H -2.48 1.45 0.62
H -1.73 -0.91 -0.89
H -2.73 0.43 -1.46
H -0.88 1.97 -1.44
H -0.33 0.52 -2.29
H 1.83 0.12 -1.80
H 2.47 0.32 -0.17
H -0.71 -3.04 0.23
H -2.26 -4.22 -1.25
H -1.96 -4.14 -3.70
H -0.06 -2.87 -4.65
H 1.51 -1.71 -3.17
H 1.29 -2.96 1.22
H 2.05 -1.38 1.65
H 2.92 -3.25 -0.66
H 3.71 -1.68 -0.23
```


DFT (the ωB97M-V functional and the def2-TZVPD basis) results for C18H28N2O3 in the gas phase.

## Properties
SMILES string: COC(=O)c1ccc(CN2CCN(C(C)C)[C@@H](CCO)C2)cc1
Energy above the lowest of the compared OMol25 structures with the same formula, charge and spin: 28.37 kcal per mole
Frontier orbital gap: 9.42 eV
HOMO: -8.86 eV
Total energy: -1037.9253 Ha

```
51
C18H28N2O3, DFT the ωB97M-V functional and the def2-TZVPD basis
C -8.19 -0.55 -0.65
O -6.89 0.01 -0.67
C -6.03 -0.48 0.25
O -6.34 -1.34 1.04
C -4.70 0.15 0.17
C -4.40 1.14 -0.77
C -3.13 1.69 -0.80
C -2.16 1.29 0.10
C -0.78 1.91 0.09
N 0.24 0.90 0.29
C 0.35 -0.01 -0.83
C 1.34 -1.11 -0.48
N 2.66 -0.55 -0.23
C 3.70 -1.58 -0.13
C 3.92 -2.25 -1.49
C 3.48 -2.63 0.96
C 2.57 0.39 0.90
C 3.90 1.04 1.29
C 4.53 1.90 0.18
O 4.70 1.23 -1.04
C 1.55 1.48 0.53
C -2.46 0.31 1.04
C -3.72 -0.25 1.08
H -8.75 -0.06 -1.44
H -8.67 -0.39 0.32
H -8.14 -1.63 -0.84
H -5.15 1.45 -1.47
H -2.90 2.45 -1.53
H -0.71 2.62 0.92
H -0.63 2.47 -0.85
H -0.63 -0.45 -1.03
H 0.69 0.52 -1.74
H 1.40 -1.81 -1.31
H 0.95 -1.64 0.40
H 4.63 -1.05 0.09
H 3.95 -1.51 -2.28
H 4.86 -2.79 -1.48
H 3.13 -2.97 -1.71
H 4.36 -3.27 1.03
H 2.62 -3.26 0.72
H 3.32 -2.17 1.93
H 2.17 -0.13 1.79
H 4.61 0.28 1.61
H 3.71 1.69 2.15
H 5.53 2.22 0.50
H 3.93 2.81 0.03
H 3.89 0.73 -1.21
H 1.47 2.18 1.37
H 1.90 2.03 -0.35
H -1.70 0.00 1.74
H -3.97 -1.02 1.80
```